1.
Molecular formula: C32H61N7O3PPm
Method: DFT, ωB97M-V/def2-TZVPD

Calculated values
- Total charge: +2
- Orbital gap (spin up / spin down): 9.774 / 9.867 eV
- Highest occupied orbital energy (spin up / spin down): -13.966 / -13.965 eV
- Multiplicity: 5
- <S²>: 6.00

Last column: Löwdin spin population.
Positions of all 105 atoms, in Å:
Pm: -0.06212 1.17790 1.40174  4.033
N: 3.66077 3.80582 0.25745  0.000
C: 2.31892 4.27458 -0.02144  0.000
C: 1.34237 3.16588 0.39864  0.000
O: 1.32475 2.04155 -0.30135  -0.006
O: 0.52602 3.45334 1.36942  -0.004
H: 4.34454 4.47728 -0.08284  0.000
H: 3.85580 2.98661 -0.34059  0.000
H: 2.18222 4.43826 -1.08918  0.000
H: 2.17315 5.22965 0.47109  0.000
C: -4.91243 0.35197 1.29404  0.000
N: -4.58049 1.52930 0.49900  0.000
C: -5.31302 1.75418 -0.74164  0.000
C: -4.33730 2.60334 -1.57931  0.000
N: -3.09927 2.61809 -0.77318  0.000
C: -1.87625 3.20540 -1.26864  0.000
C: -3.28874 1.99391 0.42298  0.000
N: -2.34776 1.77047 1.34154  -0.008
C: -2.69179 1.64984 2.74704  0.001
C: -1.65679 2.14191 3.76916  0.001
N: -0.45992 1.31143 3.72005  -0.009
C: 0.68775 1.61715 4.32704  -0.001
N: 1.73414 0.80676 3.95452  -0.001
C: 1.60773 -0.60124 3.52878  -0.001
C: 2.99242 1.35069 4.42398  0.000
C: 2.59224 2.53863 5.31382  0.000
N: 1.11128 2.57014 5.19704  0.000
C: 0.26858 3.49219 5.89494  0.000
H: -5.85071 -0.07269 0.88649  0.000
H: -5.18129 0.65575 2.33439  0.000
H: -4.15846 -0.43115 1.16126  0.000
H: -6.31262 2.19436 -0.55241  0.000
H: -5.54383 0.78311 -1.21708  0.000
H: -4.66341 3.59937 -1.76512  0.000
H: -4.16838 2.16315 -2.55669  0.000
H: -1.72679 4.20813 -0.82778  0.000
H: -2.00660 3.23765 -2.33925  0.000
H: -1.02137 2.58939 -1.00212  0.000
H: -2.93946 0.65461 3.05225  0.000
H: -3.55031 2.34319 2.90691  0.000
H: -2.11466 2.01709 4.75823  0.000
H: -1.46203 3.20856 3.60615  0.000
H: 0.76983 -0.71815 2.79976  0.000
H: 1.48478 -1.23996 4.40309  0.000
H: 2.52516 -0.93571 2.97411  0.000
H: 3.59855 1.72005 3.59391  0.000
H: 3.64372 0.61452 4.98300  0.000
H: 2.96825 3.50357 4.97982  0.000
H: 2.82327 2.44710 6.39988  0.000
H: 0.85994 4.26315 6.37812  0.000
H: -0.27560 2.94911 6.65617  0.000
H: -0.48239 3.94926 5.28560  0.000
O: -0.14686 -0.67549 0.02604  -0.004
P: 0.47081 -1.68532 -0.95009  0.000
C: -0.64746 -3.16722 -1.17999  0.000
C: -1.87260 -3.03867 -0.24689  0.000
C: -3.15966 -2.36408 -0.73222  0.000
C: -3.64164 -3.03084 -2.04413  0.000
C: -2.49971 -3.11319 -3.05464  0.000
C: -1.17343 -3.74841 -2.54398  0.000
C: 0.90947 -0.84760 -2.54158  0.000
C: -0.23570 -0.01594 -3.07489  0.000
C: -0.00612 0.68234 -4.42939  0.000
C: 0.87046 -0.18970 -5.43043  0.000
C: 0.84836 -1.66108 -4.99821  0.000
C: 1.55926 -1.73553 -3.64743  0.000
C: 2.05360 -2.32537 -0.15135  0.000
C: 3.18518 -1.27689 -0.07954  0.000
C: 4.39137 -1.72979 0.72425  0.000
C: 4.78984 -3.20934 0.48083  0.000
C: 4.15828 -3.71569 -0.77162  0.000
C: 2.65054 -3.61800 -0.78592  0.000
H: -0.04670 -3.97446 -0.71156  0.000
H: -1.54998 -2.59078 0.66882  0.000
H: -2.24722 -4.07137 -0.04915  0.000
H: -3.01826 -1.24918 -0.82421  0.000
H: -3.92770 -2.60516 0.01554  0.000
H: -4.49479 -2.42455 -2.42313  0.000
H: -4.02899 -4.08861 -1.85108  0.000
H: -2.41781 -2.05346 -3.45813  0.000
H: -2.85313 -3.64299 -3.98936  0.000
H: -0.41843 -3.73845 -3.34644  0.000
H: -1.36673 -4.80134 -2.38988  0.000
H: 1.75617 -0.15756 -2.29421  0.000
H: -0.56065 0.72540 -2.32157  0.000
H: -1.12660 -0.65898 -3.24370  0.000
H: 0.49702 1.67864 -4.27786  0.000
H: -0.97717 0.87205 -4.92021  0.000
H: 1.90290 0.15243 -5.53853  0.000
H: 0.51619 0.00042 -6.44863  0.000
H: 1.35519 -2.32343 -5.71214  0.000
H: -0.17113 -2.08553 -4.91240  0.000
H: 2.62161 -1.52237 -3.76199  0.000
H: 1.59605 -2.78401 -3.33308  0.000
H: 1.76237 -2.52613 0.88558  0.000
H: 2.81230 -0.32880 0.34423  0.000
H: 3.49757 -1.03357 -1.09717  0.000
H: 4.19355 -1.62487 1.81968  0.000
H: 5.17017 -1.01640 0.47607  0.000
H: 4.39335 -3.84367 1.28293  0.000
H: 5.85899 -3.21962 0.64926  0.000
H: 4.38433 -4.78764 -0.97001  0.000
H: 4.57050 -3.17674 -1.66245  0.000
H: 2.13647 -4.44860 -0.33880  0.000
H: 2.36420 -3.64340 -1.86796  0.000

=====

2.
Molecular formula: C32H62Br18O4
Method: DFT, ωB97M-V/def2-TZVPD

Calculated values
- SMILES string: CCOCCOC[C@H](OC)[C@H](CC(C)C)OC/C(Br)=C(\C)Br.BrCCBr.BrCCBr.BrCCBr.BrCCBr.BrCCBr.BrCCBr.BrCCBr.BrCCBr
- Orbital gap: 8.918 eV
- Highest occupied orbital energy: -8.710 eV

Last column: Löwdin charge in e.
Positions of all 116 atoms, in Å:
C: 1.59014 -5.74997 4.94662  -0.074
C: 0.14453 -6.21709 4.78486  -0.269
O: -0.79832 -5.16336 4.89309  -0.134
C: -1.45960 -4.81094 3.69743  -0.191
C: -0.77907 -3.65814 2.98465  -0.208
O: -1.00921 -2.44889 3.66584  -0.118
C: -0.38035 -1.33046 3.04821  -0.137
C: 1.05745 -1.16402 3.54236  -0.252
O: 0.97674 -0.69668 4.90518  -0.145
C: 1.12999 -1.71865 5.87486  -0.089
C: 1.90864 -0.13332 2.80274  -0.249
C: 1.54850 0.17907 1.33523  -0.102
C: 2.09175 -0.78889 0.24196  -0.378
C: 2.08132 -2.27984 0.61682  -0.042
C: 1.24003 -0.57637 -1.02614  -0.094
O: 3.27176 -0.58309 2.92157  -0.105
C: 4.21984 0.45616 2.71358  -0.238
C: 5.51911 0.05481 3.37653  -0.692
Br: 6.03853 1.02845 4.91778  0.726
C: 6.26531 -0.95104 2.92885  -0.767
C: 5.94113 -1.79391 1.73622  -0.140
Br: 7.86674 -1.50092 3.79082  0.707
H: 2.06343 -5.49402 3.99531  0.068
H: 1.67991 -4.92812 5.65792  0.069
H: 2.17528 -6.58031 5.35750  0.072
H: -0.07203 -6.92358 5.59454  0.114
H: 0.04945 -6.78435 3.85205  0.114
H: -2.48746 -4.50611 3.92338  0.131
H: -1.53358 -5.64384 2.98669  0.121
H: 0.30331 -3.86758 2.96390  0.118
H: -1.11151 -3.62357 1.93369  0.132
H: -0.94342 -0.44228 3.34459  0.145
H: -0.45732 -1.45007 1.96159  0.110
H: 1.56586 -2.13225 3.59434  0.143
H: 1.19562 -1.22282 6.84744  0.089
H: 2.05630 -2.28808 5.73366  0.088
H: 0.25927 -2.38082 5.91211  0.084
H: 1.83832 0.80313 3.36901  0.152
H: 1.99636 1.15630 1.11728  0.120
H: 0.47633 0.31788 1.18351  0.106
H: 3.10696 -0.45120 0.01271  0.113
H: 2.08111 -2.86775 -0.30646  0.077
H: 1.19638 -2.56872 1.17826  0.053
H: 2.99245 -2.54587 1.15372  0.069
H: 1.42010 -1.36381 -1.76384  0.018
H: 1.47781 0.36651 -1.52501  0.081
H: 0.17470 -0.62973 -0.77936  0.079
H: 3.86974 1.40182 3.13391  0.112
H: 4.42920 0.55579 1.64134  0.119
H: 6.85991 -1.92615 1.16042  0.004
H: 5.62730 -2.79591 2.03876  0.091
H: 5.21486 -1.33122 1.07016  0.062
Br: -2.18315 3.24350 -1.70475  0.622
C: -3.51189 2.81079 -0.34694  -0.717
C: -4.10135 4.03481 0.28791  -0.723
Br: -2.86876 4.85104 1.56118  0.638
H: -3.02239 2.16013 0.37077  0.044
H: -4.28715 2.25437 -0.86884  0.009
H: -4.98881 3.77208 0.86449  -0.055
H: -4.35606 4.80364 -0.43696  0.027
Br: 3.45622 -1.52681 -3.83365  0.630
C: 3.27668 -2.01146 -5.70639  -0.707
C: 2.71423 -0.89480 -6.54084  -0.701
Br: 0.79198 -0.69093 -6.29662  0.608
H: 2.66070 -2.90485 -5.73827  0.053
H: 4.28590 -2.25393 -6.03295  -0.024
H: 2.84381 -1.12248 -7.59704  0.055
H: 3.16206 0.06882 -6.31934  0.052
Br: -6.72486 7.13119 1.11935  0.604
C: -6.60453 7.47497 3.03228  -0.678
C: -5.64683 6.50483 3.66460  -0.697
Br: -6.44978 4.74210 3.79571  0.600
H: -7.61095 7.40185 3.43190  0.051
H: -6.24644 8.49728 3.13501  0.060
H: -5.39441 6.80021 4.68098  0.062
H: -4.73633 6.38635 3.08418  -0.016
Br: 9.19781 -0.76077 0.12537  0.653
C: 8.99532 -1.29637 -1.73438  -0.680
C: 8.39634 -0.18759 -2.55556  -0.695
Br: 6.48515 0.01925 -2.25649  0.592
H: 8.39545 -2.20123 -1.73969  0.054
H: 10.00003 -1.52362 -2.08444  0.056
H: 8.49445 -0.40240 -3.61797  0.054
H: 8.84853 0.77409 -2.33453  0.049
Br: -5.99542 1.97368 -5.61814  0.608
C: -5.93879 0.55193 -4.29276  -0.694
C: -4.72188 0.65668 -3.41367  -0.718
Br: -3.11033 0.06400 -4.32310  0.604
H: -5.98129 -0.38672 -4.83598  0.049
H: -6.84476 0.67210 -3.70179  0.054
H: -4.82282 0.00315 -2.54851  0.045
H: -4.53251 1.67374 -3.08138  0.013
Br: -9.87307 6.45650 -4.12690  0.608
C: -8.83198 7.39821 -2.78025  -0.703
C: -7.36338 7.40136 -3.10995  -0.692
Br: -6.54162 5.67664 -2.74722  0.597
H: -9.04388 6.92039 -1.82874  0.044
H: -9.22093 8.41423 -2.77179  0.058
H: -6.83566 8.11205 -2.47674  0.054
H: -7.16651 7.62892 -4.15269  0.051
Br: -7.41686 3.26712 0.54247  0.655
C: -8.13186 1.48258 0.86007  -0.661
C: -7.25937 0.67662 1.78343  -0.674
Br: -5.66715 0.00973 0.88620  0.647
H: -8.25774 1.01695 -0.11224  0.049
H: -9.10778 1.64480 1.31289  0.061
H: -7.78774 -0.21147 2.12329  0.059
H: -6.91809 1.24703 2.64199  0.049
Br: 6.29493 -4.59687 -5.87332  0.633
C: 6.91499 -4.21800 -7.67719  -0.690
C: 7.80138 -3.00208 -7.71286  -0.690
Br: 6.77589 -1.35489 -7.55252  0.628
H: 6.03062 -4.11018 -8.29717  0.052
H: 7.46881 -5.10166 -7.98699  0.058
H: 8.31399 -2.93197 -8.66985  0.058
H: 8.53022 -2.99479 -6.90887  0.048

=====

no.,largest force on an atom (eV/Å)
1,3.267
2,0.956